No. 1
Molecular formula: C2H2FLiO2Pt
Method: DFT, ωB97M-V with the def2-TZVPD basis set

Output
total charge = +1
E_LUMO (alpha / beta) = -0.1600 / -0.2580 Eh
molecular weight = 279.053 g mol⁻¹
2S+1 = 4

Each line ends with the Löwdin charge.
Cartesian coordinates (Å):
H1 0.0048 -1.3238 0.7187  0.175
O1 0.4522 0.0583 -1.9597  0.107
C1 0.0312 -0.7892 -1.2162  -0.425
C2 -0.5445 -0.5207 0.1414  -0.234
O2 -0.3245 0.7825 0.5095  -0.664
Li1 0.4963 1.7359 -0.9018  0.779
Pt1 -0.7555 1.4089 1.9733  0.911
F1 0.1349 -2.0650 -1.5665  0.186
H2 -1.6080 -0.8275 0.1458  0.164

Forces on atoms 1 to 3 (eV/Å):
-0.492 1.168 0.346
-0.125 0.197 0.676
0.426 -0.128 -1.465

No. 2
Molecular formula: C2H2FMnO
Method: DFT, ωB97M-V with the def2-TZVPD basis set

Output
E_LUMO (alpha / beta) = -0.0065 / -0.0324 Eh
molecular weight = 115.973 g mol⁻¹
energy above the lowest of the compared OMol25 structures with the same formula, charge and spin = 0.000 eV
2S+1 = 7

Each line ends with the Löwdin charge.
Cartesian coordinates (Å):
C1 -0.1880 0.2477 0.1354  -0.349
C2 -0.0125 -0.0302 -1.1219  -0.281
O1 -0.6992 -0.1375 1.2240  -0.078
H1 0.9832 0.1232 -1.5470  0.026
H2 0.4295 0.2940 2.1032  0.249
Mn1 -1.5327 -0.9190 -2.2251  0.708
F1 1.3215 0.8129 1.4611  -0.274

Forces on atoms 1 to 3 (eV/Å):
-2.357 -4.048 2.404
1.190 1.317 0.125
0.657 1.903 -1.982

No. 3
Molecular formula: C2H2FN3
Method: DFT, ωB97M-V with the def2-TZVPD basis set

Output
E_LUMO (alpha / beta) = 0.0376 / -0.0638 Eh
molecular weight = 87.057 g mol⁻¹
energy above the lowest of the compared OMol25 structures with the same formula, charge and spin = 0.000 eV
2S+1 = 3

Each line ends with the Löwdin charge.
Cartesian coordinates (Å):
C1 -0.9871 0.1955 0.3171  -0.179
C2 -1.0003 0.2729 -1.9414  -0.229
N1 -1.6169 0.4099 -0.8938  0.096
N2 0.2337 -0.2169 0.3191  -0.061
N3 0.8063 -0.4962 -0.7798  0.065
F1 -1.2142 0.2040 -3.2056  0.134
H1 -1.5387 0.3667 1.2168  0.103
H2 1.8114 -0.3951 -0.8129  0.072

Forces on atoms 1 to 3 (eV/Å):
-0.289 0.241 -1.899
3.448 -0.270 -0.037
-3.232 0.321 0.477

No. 4
Molecular formula: C2H2FN3O
Method: DFT, ωB97M-V with the def2-TZVPD basis set

Output
E_LUMO = 0.0108 Eh
molecular weight = 103.056 g mol⁻¹
energy above the lowest of the compared OMol25 structures with the same formula, charge and spin = 3.909 eV

Each line ends with the Löwdin charge.
Cartesian coordinates (Å):
C1 0.9351 -0.6048 0.4681  -0.358
C2 4.3643 -0.2379 0.1332  -0.154
N1 1.9733 -1.0381 0.6900  0.153
N2 4.0807 0.8808 -0.0569  -0.114
N3 -0.2517 -0.0793 0.2739  0.109
O1 3.6943 1.9846 0.1628  0.003
F1 4.8081 -1.3190 -0.4006  0.144
H1 -0.3078 0.7346 -0.3193  0.110
H2 -1.0423 -0.7020 0.2146  0.107

Forces on atoms 1 to 3 (eV/Å):
0.349 -0.130 0.094
0.394 0.015 -0.364
0.480 -0.541 0.144